Density functional theory data (ωB97M-V/def2-TZVPD) for a structure of composition C20H41AgCl6NO12 in a non-equilibrium geometry.

DFT total energy	-4652.0020	a.u.
multiplicity	3
LUMO level (spin up / spin down)	-3.6 / -7.2	eV
net charge	+1

Cartesian coordinates (Å):
1 H 2.51 -3.51 -5.04
2 H -5.41 -0.38 1.59
3 C -5.14 2.09 -1.37
4 H -6.18 2.16 3.29
5 H -7.11 0.31 1.27
6 H -5.31 1.11 -1.82
7 Cl -1.08 -1.09 -2.60
8 C 3.70 -2.85 -3.71
9 C 1.71 1.09 0.61
10 H 5.52 1.02 -1.60
11 H -5.42 2.71 -2.22
12 O 4.34 -4.73 -5.09
13 H 6.43 -4.87 -3.35
14 H 0.41 -0.59 -0.13
15 O 1.02 1.80 1.39
16 H -1.62 -3.40 2.99
17 H -7.53 2.41 2.19
18 O 2.73 1.54 0.09
19 C -6.04 2.50 -0.22
20 C 1.32 -0.39 0.43
21 Ag 2.41 3.73 1.22
22 O 5.64 -0.85 -1.47
23 H -2.12 0.18 -0.75
24 C 5.35 -1.86 -2.16
25 H 1.18 -0.77 1.44
26 O 4.93 0.09 1.52
27 H -2.57 0.00 1.09
28 H 4.77 3.53 -0.52
29 C 2.87 -3.65 2.23
30 C 6.12 -3.07 -2.43
31 C 4.58 -3.96 -4.18
32 Cl -1.30 -3.97 -2.19
33 Cl -0.75 -5.26 1.75
34 H 1.82 -3.38 2.32
35 C -0.27 -2.67 -2.83
36 Cl -2.90 -3.46 0.91
37 O 0.72 4.34 2.86
38 C -5.72 1.80 1.13
39 C -2.85 0.22 0.06
40 C -6.05 0.32 1.05
41 N -4.24 1.98 1.28
42 H -6.21 3.60 2.29
43 H 3.33 -1.06 -2.68
44 H 7.22 -2.49 -0.97
45 H -0.03 -2.83 -3.88
46 H -6.03 -0.08 0.04
47 H -0.04 4.30 3.45
48 C -3.69 2.40 -1.05
49 H 4.87 0.88 2.06
50 O -0.61 0.70 3.28
51 H -1.91 3.60 1.02
52 O 2.51 -2.89 -4.30
53 C 5.79 -4.00 -3.35
54 C 3.99 -1.90 -2.83
55 C -3.18 1.78 0.21
56 C -6.45 2.54 2.31
57 O 5.12 1.85 -1.34
58 H -0.07 0.22 3.91
59 H 1.12 5.19 3.04
60 O 4.14 4.17 -0.18
61 H 4.52 5.02 -0.42
62 H -2.96 2.16 -1.82
63 H -3.73 -0.36 -0.22
64 C -1.87 2.57 0.65
65 H -1.18 2.61 -0.20
66 H 0.01 1.27 2.83
67 Cl 2.79 -5.45 2.59
68 H -7.11 2.35 -0.38
69 C -1.43 -3.53 1.92
70 Cl 3.88 -2.86 3.42
71 H 4.29 1.60 -0.94
72 O 7.24 -3.16 -1.66
73 H 2.17 -0.92 -0.01
74 H -1.41 1.94 1.41
75 H 4.39 0.28 0.75
76 H -0.73 -2.80 1.54
77 H -5.77 3.52 0.04
78 O -3.77 2.33 2.54
79 H 0.66 -2.70 -2.26
80 H 3.21 -3.56 1.20
81 H -3.55 3.48 -1.04